No. 1
The following is a DFT calculation (ωB97M-V/def2-TZVPD) of the ion C9H20N3O3 with charge +1 in a non-equilibrium geometry.

Last columns: bonded neighbours and bond lengths (Å).
Positions of all 35 atoms, in Å:
1 C -5.54 0.05 0.69  C2 1.590, H16 1.131, H17 1.061, H18 1.144
2 C -4.40 -0.38 -0.34  C1 1.590, C3 1.543, H19 1.156, H20 1.160
3 C -2.96 -0.75 0.08  C2 1.543, C4 1.551, H21 1.118, H22 1.195
4 C -1.96 -1.03 -1.07  C3 1.551, O5 1.452, H23 1.135, H24 1.097
5 O -0.89 -1.62 -0.28  C4 1.452, N6 1.356
6 N 0.11 -0.70 -0.23  O5 1.356, N7 1.240
7 N 1.07 -1.12 0.43  N6 1.240, O8 1.211, C9 1.528
8 O 1.17 -2.19 0.99  N7 1.211
9 C 2.25 -0.15 0.34  N7 1.528, C10 1.588, C12 1.534, N15 1.555
10 C 3.64 -0.88 0.60  C9 1.588, O11 1.448, H25 1.059, H26 1.016
11 O 3.89 -1.67 -0.59  C10 1.448, H27 0.922
12 C 2.26 1.08 1.25  C9 1.534, C13 1.564, H28 1.072, H29 1.072
13 C 1.90 2.33 0.40  C12 1.564, C14 1.505, H30 1.103, H31 1.013
14 C 2.59 1.93 -0.88  C13 1.505, N15 1.564, H32 1.081, H33 1.014
15 N 2.39 0.40 -1.11  C9 1.555, C14 1.564, H34 1.023, H35 1.011
16 H -6.27 0.77 0.22  C1 1.131
17 H -6.03 -0.71 1.23  C1 1.061
18 H -5.04 0.77 1.43  C1 1.144
19 H -4.68 -1.36 -0.90  C2 1.156
20 H -4.49 0.46 -1.13  C2 1.160
21 H -2.74 0.16 0.70  C3 1.118
22 H -3.04 -1.67 0.83  C3 1.195
23 H -2.32 -1.75 -1.87  C4 1.135
24 H -1.66 -0.10 -1.58  C4 1.097
25 H 3.51 -1.59 1.37  C10 1.059
26 H 4.37 -0.17 0.62  C10 1.016
27 H 4.23 -2.52 -0.50  O11 0.922
28 H 3.26 1.12 1.63  C12 1.072
29 H 1.60 1.10 2.10  C12 1.072
30 H 0.82 2.52 0.52  C13 1.103
31 H 2.40 3.14 0.74  C13 1.013
32 H 2.36 2.28 -1.88  C14 1.081
33 H 3.57 2.19 -0.83  C14 1.014
34 H 1.48 0.23 -1.55  N15 1.023
35 H 3.16 -0.18 -1.42  N15 1.011

For the HOMO energy, the calculation gives -12.743 eV. As for the largest force on an atom: 5.542 eV Å⁻¹. For the total energy, the calculation gives -20257.3870 eV. Its SMILES is CCCCO/N=[N+](\[O-])[C@]1(CO)CCC[NH2+]1. The gap between HOMO and LUMO comes out at 9.97 eV. For the energy above the lowest of the compared OMol25 structures with the same formula, charge and spin, the calculation gives 833.3 kJ/mol. Its net charge is +1.

No. 2
The following is a DFT calculation (ωB97M-V/def2-TZVPD) of the ion C9H20NP2 with charge +1 in a non-equilibrium geometry.

Last columns: bonded neighbours and bond lengths (Å).
Positions of all 32 atoms, in Å:
1 C -1.98 2.32 2.26  P2 1.660, H13 1.081, H14 1.128
2 P -0.36 2.71 2.21  C1 1.660, C3 1.882
3 C 0.54 1.15 1.65  P2 1.882, C4 1.574, P8 2.216, H15 1.164
4 C 0.08 -0.11 2.48  C3 1.574, C5 1.520, H16 1.064, H17 1.082
5 C 0.53 -1.38 1.78  C4 1.520, C6 1.527, H18 1.124, H19 1.077
6 C -0.19 -1.37 0.44  C5 1.527, C7 1.507, P8 1.756, H20 1.125
7 C 0.05 -2.64 -0.34  C6 1.507, H21 1.069, H22 1.065, H23 1.045
8 P 0.28 0.15 -0.31  C3 2.216, C6 1.756, C9 1.833, N11 1.629
9 C 1.63 0.06 -1.54  P8 1.833, C10 1.518, H24 1.047, H25 1.155
10 C 1.81 1.04 -2.68  C9 1.518, H26 1.134, H27 1.101, H28 1.128
11 N -0.94 1.04 -0.94  P8 1.629, C12 1.469, H29 1.073
12 C -1.78 1.18 -2.13  N11 1.469, H30 1.126, H31 1.153, H32 1.165
13 H -2.66 2.94 2.81  C1 1.081
14 H -2.44 1.37 1.84  C1 1.128
15 H 1.61 1.57 1.52  C3 1.164
16 H -0.96 -0.14 2.70  C4 1.064
17 H 0.61 -0.18 3.42  C4 1.082
18 H 1.64 -1.35 1.64  C5 1.124
19 H 0.33 -2.22 2.43  C5 1.077
20 H -1.29 -1.43 0.65  C6 1.125
21 H 1.07 -2.93 -0.21  C7 1.069
22 H -0.18 -2.50 -1.37  C7 1.065
23 H -0.54 -3.40 0.06  C7 1.045
24 H 2.53 -0.18 -1.06  C9 1.047
25 H 1.46 -0.96 -2.07  C9 1.155
26 H 0.83 1.58 -2.89  C10 1.134
27 H 2.57 1.72 -2.29  C10 1.101
28 H 2.10 0.54 -3.65  C10 1.128
29 H -0.90 2.07 -0.64  N11 1.073
30 H -2.86 0.94 -1.90  C12 1.126
31 H -1.82 2.26 -2.53  C12 1.153
32 H -1.46 0.57 -3.07  C12 1.165

For the HOMO energy, the calculation gives -12.848 eV. As for the largest force on an atom: 3.927 eV Å⁻¹. For the total energy, the calculation gives -29715.8666 eV. Its SMILES is C=P[C@H]1CC[C@H](C)[P@@]1(CC)=[NH+]C. The gap between HOMO and LUMO comes out at 9.04 eV. For the energy above the lowest of the compared OMol25 structures with the same formula, charge and spin, the calculation gives 34.0 kJ/mol. Its net charge is +1.

No. 3
The following is a DFT calculation (ωB97M-V/def2-TZVPD) of an isolated molecule of C9H20O in a non-equilibrium geometry.

Last columns: bonded neighbours and bond lengths (Å).
Positions of all 30 atoms, in Å:
1 C 3.27 0.52 -0.37  C2 1.522, H11 1.089, H12 1.087, H13 1.087
2 C 2.39 0.53 0.87  C1 1.522, C3 1.608, H14 1.092, H15 1.088
3 C 1.05 -0.35 0.71  C2 1.608, O4 1.407, C5 1.527, H16 1.102
4 O 1.54 -1.63 0.37  C3 1.407, H17 0.960
5 C 0.09 0.22 -0.33  C3 1.527, C6 1.527, C7 1.636, H18 1.095
6 C 0.04 1.75 -0.32  C5 1.527, H19 1.086, H20 1.086, H21 1.087
7 C -1.42 -0.38 -0.16  C5 1.636, C8 1.533, C9 1.533, C10 1.530
8 C -2.18 -0.13 -1.46  C7 1.533, H22 1.090, H23 1.087, H24 1.089
9 C -1.45 -1.90 0.09  C7 1.533, H25 1.089, H26 1.089, H27 1.091
10 C -2.16 0.29 1.00  C7 1.530, H28 1.090, H29 1.086, H30 1.088
11 H 4.22 1.01 -0.16  C1 1.089
12 H 3.48 -0.51 -0.66  C1 1.087
13 H 2.80 1.02 -1.21  C1 1.087
14 H 2.93 0.06 1.70  C2 1.092
15 H 2.14 1.55 1.18  C2 1.088
16 H 0.57 -0.37 1.70  C3 1.102
17 H 0.82 -2.27 0.39  O4 0.960
18 H 0.44 -0.11 -1.31  C5 1.095
19 H 0.96 2.17 -0.70  C6 1.086
20 H -0.76 2.11 -0.94  C6 1.086
21 H -0.12 2.12 0.69  C6 1.087
22 H -3.19 -0.54 -1.39  C8 1.090
23 H -2.27 0.93 -1.69  C8 1.087
24 H -1.68 -0.62 -2.30  C8 1.089
25 H -0.91 -2.43 -0.70  C9 1.089
26 H -1.04 -2.16 1.06  C9 1.089
27 H -2.48 -2.25 0.07  C9 1.091
28 H -3.13 -0.18 1.15  C10 1.090
29 H -2.34 1.34 0.79  C10 1.086
30 H -1.60 0.22 1.93  C10 1.088

For the HOMO energy, the calculation gives -9.896 eV. As for the largest force on an atom: 2.233 eV Å⁻¹. For the total energy, the calculation gives -11705.0563 eV. Its SMILES is CC[C@H](O)[C@H](C)C(C)(C)C. The gap between HOMO and LUMO comes out at 10.72 eV. For the energy above the lowest of the compared OMol25 structures with the same formula, charge and spin, the calculation gives 1.5 kJ/mol.